Density functional theory data (wB97M-V/def2-TZVPD) for a structure of composition C64H154InN10O23.

- Charge: +1
- M: 1546.8 g/mol
- HOMO-LUMO gap: 2.830 eV
- Max |F|: 2.63 eV Å⁻¹
- Spin multiplicity: 1

CARTESIAN COORDINATES (ANGSTROEM)
In 4.26475 -2.50496 -0.28485
C 0.15409 0.42038 -1.33872
C 1.24622 -0.32523 -0.73485
C 1.11705 -0.61075 0.78112
O 1.98876 -1.25938 1.30763
C -0.08634 -0.16513 1.46718
C -1.08825 0.56013 0.80483
C -0.93721 0.91487 -0.62564
O -1.71717 1.66917 -1.21994
O -2.04305 0.93517 1.48863
O 2.20933 -0.74922 -1.33667
H 0.30014 0.68043 -2.38279
H -0.18676 -0.32412 2.53396
C 7.29332 1.01190 -2.56282
C 6.39313 0.26427 -1.57625
C 5.58069 1.19366 -0.68415
O 4.79209 0.46711 0.23288
C 3.96308 1.34485 0.97940
N 5.47077 -0.58931 -2.35392
H 6.67184 1.58908 -3.25143
H 7.94260 0.36740 -3.15365
H 7.94171 1.70246 -2.01272
H 7.03403 -0.34982 -0.93336
H 4.91679 1.76949 -1.33911
H 6.26828 1.93291 -0.25554
H 4.53037 2.11294 1.50664
H 3.43407 0.70564 1.68437
H 3.23216 1.80525 0.30612
H 4.78407 0.00226 -2.82239
H 6.06425 -0.94701 -3.09813
C -1.25553 -2.58628 -4.64405
C -2.42895 -1.65599 -4.48860
C -2.81650 -1.52068 -2.99632
O -2.94426 -2.78877 -2.38717
C -2.87891 -2.77425 -0.97976
N -2.13477 -0.35563 -5.08445
H -0.95849 -2.65445 -5.68931
H -1.38403 -3.55954 -4.17465
H -0.41717 -2.11087 -4.11391
H -3.31565 -2.11123 -4.94089
H -3.75438 -0.96290 -2.92184
H -2.02094 -0.91167 -2.53788
H -2.07795 -2.12460 -0.60292
H -2.79351 -3.80991 -0.65695
H -3.82834 -2.37650 -0.60399
H -2.92384 0.25659 -4.88219
H -1.36801 0.03648 -4.53697
C 2.16691 3.39609 -2.79039
C 2.26280 2.56219 -4.06734
C 2.92350 3.21088 -5.24830
O 2.02551 4.13952 -5.80812
C 2.51733 4.79843 -6.96115
N 3.00556 1.31563 -3.74426
H 1.60512 4.31461 -2.96582
H 3.14361 3.73627 -2.44756
H 1.60859 2.78926 -2.07321
H 1.23117 2.26813 -4.30718
H 3.30915 2.47374 -5.96383
H 3.82803 3.74805 -4.92326
H 2.59799 4.06239 -7.76935
H 3.42448 5.35973 -6.74321
H 1.73329 5.44790 -7.35106
H 2.70984 0.60503 -4.42753
H 2.52909 0.90547 -2.94888
C -8.60824 -0.60929 -0.55645
C -7.70540 -0.88957 -1.77087
C -6.23331 -0.89216 -1.39176
O -5.79473 0.39324 -1.00120
C -4.59674 0.36176 -0.29579
N -8.11561 -2.18202 -2.32511
H -8.39974 -1.22322 0.31778
H -9.65196 -0.76956 -0.84152
H -8.58941 0.45593 -0.31822
H -7.93890 -0.07782 -2.46893
H -5.65857 -1.29028 -2.24116
H -6.02035 -1.60421 -0.58685
H -3.69388 0.03958 -0.82996
H -4.62204 -0.26963 0.60463
H -4.39875 1.36279 0.08970
H -7.54229 -2.39025 -3.13419
H -9.09638 -2.17168 -2.55721
C -3.67948 4.46384 0.12874
C -5.19982 4.30289 0.32877
O -5.70871 5.55681 0.74918
H -3.18787 3.51384 -0.11186
H -3.17692 4.79438 1.03927
H -3.46181 5.20311 -0.64773
H -5.24966 3.62476 1.18249
H -5.67655 3.94407 -0.58498
H -5.59097 6.17675 0.02158
C -5.25443 3.25166 -4.48455
C -4.58221 2.70551 -3.25697
O -3.55973 1.77588 -3.64534
H -6.08523 3.90939 -4.21557
H -5.76954 2.49458 -5.08607
H -4.58459 3.73743 -5.19139
H -5.33485 2.21730 -2.62507
H -4.15423 3.51002 -2.64833
H -3.02314 1.73358 -2.84155
C -4.85635 4.02183 4.31469
C -3.75116 3.17908 3.71623
O -4.18676 1.90736 3.26340
H -5.56617 4.34720 3.55265
H -4.36024 4.93574 4.65059
H -5.40951 3.56725 5.13349
H -2.92890 3.02962 4.42807
H -3.36151 3.69814 2.83400
H -3.52160 1.49395 2.71068
C -2.28839 4.14929 -6.10811
O -2.27565 4.65970 -4.80207
C -1.19514 4.14418 -4.07244
C -1.15177 4.64852 -2.65663
N -1.08455 6.11709 -2.62093
C -0.77860 6.57527 -1.26312
C -0.65983 8.09349 -1.26803
O -0.19708 8.50761 0.00997
C -0.10414 9.91940 0.11320
H -3.13513 4.59864 -6.62641
H -2.25388 3.05421 -6.09636
H -1.43472 4.46447 -6.72864
H -0.23506 4.25680 -4.59537
H -1.22362 3.03764 -4.05053
H -0.25360 4.31091 -2.14188
H -2.01634 4.29738 -2.07416
H -2.02712 6.45040 -2.80518
H 0.18334 6.17996 -0.93555
H -1.53088 6.24589 -0.53462
H -1.59313 8.61012 -1.52192
H 0.08738 8.42425 -1.99645
H 0.41886 10.14515 1.03616
H -1.12417 10.31480 0.08551
H 0.41457 10.39396 -0.72641
C 5.15012 -5.66786 6.05894
O 4.97457 -4.30756 6.38617
C 6.06999 -3.48813 6.03103
C 5.61869 -2.04321 6.24442
N 4.66248 -1.71620 5.16959
C 4.08662 -0.37056 5.39325
C 2.94127 -0.41003 6.42089
O 2.00788 -1.43569 6.13107
C 1.14176 -1.15511 5.03858
H 5.42091 -5.75737 4.99790
H 4.19437 -6.15175 6.23966
H 5.97470 -6.15540 6.58935
H 6.47587 -3.64796 5.02671
H 6.88767 -3.74788 6.71776
H 6.42928 -1.31799 6.17671
H 5.19778 -1.96104 7.25151
H 3.81525 -2.27233 5.26775
H 3.63149 -0.04860 4.44935
H 4.74674 0.44506 5.69103
H 2.45868 0.57268 6.40874
H 3.36866 -0.57005 7.40969
H 1.72819 -0.86859 4.16160
H 0.47453 -0.34364 5.34328
H 0.56688 -2.06491 4.87795
C 2.08003 -8.46277 -2.83791
O 2.76988 -7.31291 -2.37932
C 4.18548 -7.47194 -2.42337
C 4.77555 -6.13166 -1.95860
N 4.08961 -5.49498 -0.83937
C 4.36700 -6.21997 0.41113
C 3.49256 -5.79890 1.56653
O 3.59892 -4.39969 1.79693
C 3.40887 -4.00083 3.13689
H 1.02269 -8.35867 -2.59436
H 2.42270 -9.37178 -2.33718
H 2.18969 -8.52038 -3.92389
H 4.52333 -7.63726 -3.44984
H 4.51941 -8.31577 -1.81665
H 4.80518 -5.44142 -2.80654
H 5.83209 -6.24664 -1.69729
H 3.10194 -5.64083 -1.02988
H 5.42693 -6.08497 0.63032
H 4.16119 -7.28992 0.27450
H 3.87305 -6.29703 2.46603
H 2.42926 -6.04146 1.47095
H 3.29143 -2.91712 3.15678
H 4.24001 -4.24953 3.79415
H 2.45287 -4.35927 3.53810
C 0.71178 3.66079 0.83252
O 0.65692 4.36846 2.03807
C -0.13010 3.63061 2.98134
C 0.57764 2.42598 3.61950
N 1.48280 2.80514 4.69860
C 2.59674 3.66685 4.25502
C 3.59588 3.81125 5.38686
O 3.15777 4.83997 6.28872
C 4.15759 5.10115 7.22299
H 1.04424 2.61636 0.88875
H 1.40837 4.21125 0.19762
H -0.26258 3.66171 0.32233
H -1.07362 3.36526 2.49070
H -0.41599 4.29277 3.79948
H 1.12319 1.78356 2.91864
H -0.21025 1.78819 4.03473
H 1.03059 3.32451 5.44288
H 2.25792 4.65887 3.94536
H 3.13008 3.26000 3.39346
H 4.55003 4.08950 4.93044
H 3.62656 2.90955 6.00150
H 4.44556 4.27770 7.88663
H 3.88451 5.95504 7.84789
H 5.09362 5.46847 6.77407
C 1.52055 -0.27166 -6.29423
O 1.98733 -0.95944 -5.15651
C 2.69520 -2.14266 -5.55937
C 3.47075 -2.80020 -4.38537
N 2.72586 -2.94759 -3.10177
C 1.80416 -4.09014 -3.15699
C 0.82882 -4.14567 -2.01141
O 1.48470 -3.96917 -0.75040
C 0.54657 -4.03258 0.31388
H 2.30281 -0.00842 -7.01567
H 0.98351 0.63238 -6.01012
H 0.80840 -0.83129 -6.91109
H 3.46132 -1.87393 -6.28896
H 1.91650 -2.79574 -5.95633
H 4.39382 -2.24450 -4.19756
H 3.91383 -3.79163 -4.52248
H 2.10127 -2.14233 -3.11176
H 2.38205 -5.01458 -3.23053
H 1.24253 -4.13897 -4.10196
H 0.41975 -5.16288 -2.00850
H 0.03360 -3.39449 -2.08191
H 0.29323 -5.07112 0.54145
H -0.35562 -3.44596 0.12035
H 1.04684 -3.62198 1.19167
C -2.53192 -2.36239 5.77903
O -2.50174 -3.37787 4.79301
C -2.37949 -2.93605 3.46337
C -3.70120 -2.67686 2.79307
N -4.58654 -3.82279 2.81414
C -5.86244 -3.55602 2.13900
C -6.83869 -4.63485 2.56818
O -6.95799 -4.61322 3.98478
C -7.35098 -5.83268 4.57642
H -2.41184 -2.92303 6.70412
H -3.45170 -1.77572 5.85187
H -1.71280 -1.64141 5.69671
H -1.79947 -3.69596 2.92441
H -1.71984 -2.05456 3.41189
H -3.52599 -2.34357 1.76396
H -4.13418 -1.79545 3.29558
H -4.82987 -4.03436 3.77832
H -5.65853 -3.74439 1.08181
H -6.32682 -2.58386 2.33938
H -6.41419 -5.59891 2.26690
H -7.83211 -4.50088 2.13278
H -8.29374 -6.20340 4.15848
H -7.63659 -5.53222 5.58635
H -6.58108 -6.60453 4.58188

Cartesian forces, eV/Å:
-0.07 -0.27 -0.37
2.17 -0.93 -0.24
-0.45 -0.28 0.89
0.01 -0.26 -0.74
0.13 -0.07 0.49
1.75 -0.44 -0.47
-1.91 0.73 1.49
-1.65 1.61 -1.26
0.24 -0.59 1.03
0.31 0.06 -0.99
-0.24 0.41 0.00
-0.37 0.03 -0.08
-0.06 -0.20 0.02
-0.03 0.88 0.73
-0.18 -0.16 -0.40
0.27 0.19 -1.20
0.47 0.47 0.31
-0.12 -0.77 -0.22
0.38 -0.39 0.27
0.05 0.06 0.00
-0.13 -0.27 0.13
0.04 0.04 -0.20
-0.21 -0.20 -0.02
-0.17 0.12 -0.13
-0.13 -0.20 0.63
0.05 0.04 -0.01
0.04 0.19 0.21
-0.03 0.29 0.00
0.00 0.11 0.06
-0.35 -0.36 -0.09
0.73 0.42 0.27
-0.77 -0.62 0.71
0.06 -0.02 -0.62
0.73 0.07 -0.24
-1.13 0.18 -0.39
-0.26 -0.30 0.37
-0.09 -0.21 -0.04
-0.27 -0.04 -0.24
0.20 -0.03 -0.07
0.10 0.21 -0.45
0.09 0.16 0.08
0.12 -0.09 0.39
0.21 -0.17 -0.02
0.26 0.08 0.17
0.11 -0.02 0.32
0.12 0.16 -0.21
0.05 0.11 -0.21
-0.08 0.52 -0.93
-0.04 -0.99 0.88
0.50 0.94 -0.03
-0.26 -0.01 -0.05
-0.85 -0.57 -0.29
-0.56 -0.32 -0.34
-0.11 -0.09 -0.09
0.12 -0.45 0.29
0.27 0.18 0.44
-0.06 0.37 -0.44
-0.46 -0.15 -0.19
0.04 -0.05 0.19
0.78 -0.02 0.03
0.17 -0.06 -0.22
0.04 0.33 0.51
0.70 0.41 0.00
0.30 0.12 0.59
-0.29 0.55 -0.47
-1.25 0.14 0.95
0.10 -0.56 -0.40
-0.16 -0.31 -0.38
0.63 0.47 1.09
1.14 0.02 0.33
0.19 -0.01 -0.03
0.03 -0.25 -0.02
0.35 -0.10 0.33
0.53 0.15 -0.15
0.10 0.30 -0.13
-0.41 -0.07 0.24
-0.33 0.01 -0.56
-0.40 -0.20 -0.04
-0.06 0.10 -0.22
-0.37 -0.17 -0.18
0.00 -0.02 -0.21
0.03 -0.32 -0.29
1.96 0.57 0.57
-0.52 -0.04 -0.02
-0.16 0.03 -0.32
-0.31 0.26 0.10
0.00 -0.13 -0.06
-0.87 -0.18 -0.24
-0.17 -0.26 0.21
-0.06 0.04 0.08
-0.77 -0.03 -0.73
-0.57 0.05 -0.22
-0.12 0.37 0.82
0.31 0.32 0.14
0.25 -0.43 0.30
0.06 0.23 0.42
0.16 -0.16 -0.06
0.16 0.05 -0.21
0.29 -0.36 -0.31
0.19 0.29 -0.38
0.35 -0.35 -0.50
-0.92 -0.29 0.32
-0.05 -0.20 -0.04
-0.18 0.01 0.27
0.21 -0.16 0.05
-0.03 0.21 0.10
0.18 0.32 0.25
0.17 0.17 0.00
0.39 0.32 -0.68
0.28 0.16 0.34
0.88 -1.31 -0.15
-0.30 0.94 0.06
-0.23 -0.23 0.53
-0.05 0.57 -0.29
0.60 0.25 0.50
0.11 0.01 -0.12
-0.56 -0.37 -0.31
-0.30 -0.51 0.15
-0.52 -0.01 -0.10
0.29 0.12 0.48
-0.05 0.92 -0.01
-0.60 -0.07 0.18
-0.05 -0.37 -0.17
0.09 -0.22 -0.16
0.12 0.10 -0.44
0.09 -0.10 -0.08
0.07 0.11 0.12
-0.23 -0.18 0.05
-0.07 -0.24 -0.31
-0.15 0.10 0.10
0.03 0.32 0.36
0.27 -0.27 -0.07
0.21 0.28 -0.56
-0.16 -0.08 -0.49
0.62 0.37 1.30
-0.33 -0.67 -0.76
0.03 1.46 0.70
-1.17 -0.23 -0.41
0.41 0.57 -0.42
0.08 -0.29 0.10
0.48 0.13 0.91
-0.21 -0.10 -0.09
0.12 -0.20 0.09
-0.16 0.11 0.40
-0.50 -0.08 -0.26
0.15 0.23 0.00
0.24 -0.23 -0.07
-0.08 -0.06 0.06
0.40 -0.61 0.12
0.20 0.08 -0.11
0.56 -0.40 -0.04
-0.16 0.04 0.11
-0.34 -0.32 0.12
-0.24 -0.06 -0.23
-0.14 0.14 -0.29
0.00 0.01 -0.22
-0.17 0.22 -0.05
0.26 -0.36 0.23
-0.18 0.78 0.00
0.63 0.21 -0.18
-0.15 -0.43 0.16
-0.47 -0.12 -0.54
0.45 0.60 0.86
0.24 0.27 -0.39
-0.75 0.57 0.10
0.04 0.21 -0.04
0.22 -0.02 -0.15
0.00 -0.37 0.01
-0.02 -0.20 -0.09
-0.16 -0.10 0.15
-0.34 0.05 0.01
-0.03 -0.23 0.05
-0.13 0.45 0.08
-0.03 -0.02 0.27
0.25 -0.12 0.10
-0.13 -0.26 -0.07
0.05 -0.25 -0.32
0.32 0.06 -0.24
0.02 -0.26 -0.04
0.14 -0.45 0.07
0.00 0.75 -0.89
-0.19 -0.94 0.66
-0.11 0.08 -0.40
-0.47 0.57 0.76
0.78 -0.11 -0.73
-0.07 -0.15 0.63
-0.70 0.75 0.16
0.19 -0.36 -0.55
0.98 1.20 0.74
0.19 0.03 0.38
0.04 -0.18 -0.09
-0.10 0.02 0.08
0.01 -0.29 -0.03
0.19 0.24 -0.07
0.15 0.23 -0.22
-0.03 0.01 0.11
-0.41 -0.24 -0.06
0.06 0.10 0.03
-0.26 -0.42 -0.03
0.27 -0.10 0.39
0.47 -0.38 -0.42
-0.38 -0.28 -0.17
-0.53 -0.26 0.03
-0.07 -0.34 -0.42
-0.64 0.26 -1.06
0.54 -0.42 0.02
0.11 -0.61 0.73
0.19 0.07 1.18
-0.66 0.57 -0.95
0.60 -0.40 -0.67
0.39 -0.42 0.55
-0.29 0.40 -0.17
0.74 -0.07 0.33
0.38 0.10 0.40
0.19 0.02 0.32
-0.11 -0.43 0.40
-0.26 -0.11 -0.39
0.32 -0.31 -0.37
-0.34 0.57 0.17
-0.53 -0.10 -1.07
0.27 0.24 0.51
0.18 0.01 0.51
-0.34 0.33 0.12
-0.48 0.16 -0.16
-0.09 -0.07 -0.21
-0.30 -0.03 -0.12
-0.06 -0.07 -0.16
0.00 -0.02 0.01
0.04 -0.31 0.53
0.01 0.34 -0.15
0.84 -0.39 -0.30
-0.22 0.73 0.23
-0.28 0.41 0.21
0.19 -1.05 0.05
0.13 -0.46 0.38
0.36 0.15 -0.27
-0.98 0.73 0.49
-0.01 0.28 0.19
-0.23 -0.22 -0.35
0.18 -0.15 -0.22
-0.33 -0.28 0.08
-0.29 0.30 0.12
0.05 -0.19 -0.10
-0.22 0.02 -0.02
0.27 -0.03 0.04
-0.40 0.60 -0.22
0.35 0.24 -0.11
-0.16 -0.08 -0.11
0.06 0.00 -0.24
0.21 -0.19 -0.38
0.37 -0.37 0.18
0.10 0.04 -0.13